DFT (ωB97M-V/def2-TZVPD) results for C17H29BF4LuNO2P2 as an isolated structure at a distorted geometry.

```
57
Properties=species:S:1:pos:R:3:forces:R:3
C 0.906309 0.702817 -3.952397 -0.15 0.07 -0.14
C 0.710909 0.160540 -2.682242 -0.04 0.05 0.42
N -0.316890 0.538568 -1.875184 0.30 1.48 -1.02
C -1.037423 1.635984 -2.284722 -0.53 -0.45 -0.25
C -0.895212 2.208036 -3.560176 0.32 0.00 0.60
C 0.089838 1.723617 -4.423246 -0.43 -0.29 0.63
C 1.792454 -0.742940 -2.141966 -0.36 -0.95 -0.15
P 1.506594 -1.687518 -0.550799 -0.71 0.61 -1.75
Lu -0.775501 -0.567317 0.239912 1.31 0.32 1.09
P -1.800287 1.920919 0.475965 -0.31 0.88 -1.43
C -2.119990 2.230791 -1.361142 0.18 -0.30 -0.17
C 0.231361 -1.256137 2.143680 -0.05 -0.13 -1.55
C -0.145243 -2.546006 2.471986 0.15 -0.27 2.14
C -0.266580 -2.890794 3.834543 -0.14 -0.22 -0.15
C -0.015674 -1.930875 4.827109 -0.06 0.10 0.20
C 0.450427 -0.654549 4.466736 0.29 -0.31 -0.11
C 0.626440 -0.349335 3.102383 -0.28 0.02 2.27
O 3.904550 1.437749 -1.256103 0.97 -0.06 -2.01
O 1.494349 2.974669 -0.005227 2.10 0.13 0.34
H 1.721116 0.297803 -4.545906 -0.13 0.17 0.01
H -1.531769 3.065810 -3.807879 0.33 -0.45 -0.02
H 0.197163 2.129219 -5.420602 0.11 0.01 0.03
C 1.206004 -3.297618 -1.339716 0.31 -0.54 0.09
C 3.194206 -1.830362 0.052526 0.51 -0.09 0.45
H -2.163077 3.336237 -1.522070 -0.02 -0.86 0.03
H -3.124486 1.810957 -1.627008 0.80 0.24 0.18
H 2.646815 -0.148473 -1.942075 0.62 1.03 0.47
H 2.218121 -1.388237 -2.916655 -0.50 -0.26 -0.19
C -3.511955 1.916347 1.037041 -0.48 0.17 0.46
C -1.192083 3.579195 0.914434 0.26 0.20 0.54
H -0.328315 -3.304595 1.715180 -0.29 0.03 -0.02
H -0.606975 -3.899841 4.111556 0.21 0.48 -0.01
H -0.182789 -2.171671 5.895522 0.16 0.09 -0.79
H 0.714622 0.090145 5.237309 -0.20 -0.49 -0.36
H 1.052776 0.623149 2.856661 -0.29 -0.21 -0.15
H 1.514188 2.047433 0.350192 -0.65 -0.11 0.10
H 2.307990 3.381563 0.394651 -1.13 -0.39 -0.54
H 3.055818 1.815582 -1.083079 -1.24 0.60 0.72
H 3.944165 1.579945 -2.239249 0.38 -0.23 1.32
H 0.926985 0.519462 0.911130 -0.08 0.57 -1.36
H 2.110516 -3.556743 -1.905550 -0.33 -0.24 -0.07
H 1.027837 -4.056775 -0.569206 -0.04 0.01 -0.24
H 0.330945 -3.231066 -2.002570 0.26 -0.07 0.22
H 3.712604 -2.661033 -0.447583 -0.12 0.27 0.06
H 3.751998 -0.896810 -0.101493 -0.25 -0.22 0.07
H 3.156194 -2.043632 1.122046 0.07 0.03 0.01
H -1.951226 4.346282 0.691811 0.16 -0.33 0.07
H -0.984952 3.575407 1.997634 0.00 0.17 -0.34
H -0.241088 3.786226 0.384001 -0.74 -0.21 0.38
H -3.996458 2.879292 0.836370 -0.01 -0.20 0.03
H -4.074372 1.101836 0.560223 0.19 0.18 0.20
H -3.490809 1.745117 2.118335 -0.24 -0.01 -0.11
F -2.130487 -1.976026 -0.952081 -0.37 -0.38 0.06
B -3.108157 -2.371854 0.119936 0.66 0.24 0.36
F -4.390122 -2.228034 -0.292759 0.44 0.00 0.07
F -2.738220 -3.585531 0.634313 -0.31 0.55 -0.36
F -2.730052 -1.290292 1.100839 -0.59 -0.44 -0.30
```
Forces are in eV/Å.

Properties
- highest occupied orbital energy (eV) = -6.8
- total charge = 0
- relative energy (zero: lowest compared OMol25 entry of this formula, charge and spin) (kcal per mole) = 8.00
- frontier orbital gap (eV) = 6.76
- spin multiplicity = 1
- F_max (hartree/bohr) = 0.0445

=====

DFT (ωB97M-V/def2-TZVPD) results for C14H4ClIIrNO6 as an isolated structure.

```
28
Properties=species:S:1:pos:R:3:forces:R:3
Ir 0.572348 -0.989744 0.250346 -0.21 0.37 0.33
O 2.896112 -5.017749 -3.711293 -0.01 0.01 0.00
C 2.429636 -4.209176 -2.971206 0.01 -0.02 0.02
C 3.150324 -2.957412 -2.405085 0.02 0.11 -0.03
O 4.276800 -2.614273 -2.636942 0.00 -0.04 0.00
C 2.124029 -2.333503 -1.561624 0.56 0.36 -0.12
C 0.958849 -3.005636 -1.561719 -0.59 -0.31 -0.12
O -0.020079 -2.495102 -0.824494 0.14 -0.44 -0.29
C 0.985140 -4.206323 -2.405301 -0.11 0.04 -0.03
O 0.124166 -5.009599 -2.637429 0.03 -0.02 0.00
O 2.172067 -1.230470 -0.824401 0.31 -0.35 -0.29
Cl -2.657140 4.600184 2.539266 0.00 -0.01 -0.03
C -1.793876 3.106195 2.420380 0.03 -0.06 0.13
C -1.413844 2.448290 3.556679 0.00 0.00 -0.13
C -0.706640 1.224456 3.485887 0.06 -0.11 0.15
I -0.135693 0.235467 5.216392 -0.03 0.06 -0.02
C -0.391528 0.679465 2.270389 0.06 -0.11 0.32
O 0.274011 -0.472676 2.077449 -0.19 0.34 0.38
C -0.785576 1.361579 1.118613 -0.15 0.27 -0.21
N -0.428127 0.742741 -0.044915 0.11 -0.20 0.15
C -0.745969 1.292763 -1.198013 -0.03 0.05 -0.18
C -1.446124 2.504651 -1.261265 0.00 -0.01 0.09
C -1.814596 3.142297 -0.103094 0.00 0.00 -0.02
C -1.485275 2.572323 1.142246 -0.07 0.11 -0.13
H -1.656061 2.867137 4.523024 0.00 -0.01 0.00
H -0.441525 0.765766 -2.092250 0.02 -0.03 0.03
H -1.686041 2.920029 -2.228510 0.00 -0.01 -0.01
H -2.355389 4.078331 -0.133125 0.00 0.00 -0.01
```
Forces are in eV/Å.

Properties
- highest occupied orbital energy (eV) = -9.0
- total charge = 0
- relative energy (zero: lowest compared OMol25 entry of this formula, charge and spin) (kcal per mole) = 0.00
- frontier orbital gap (eV) = 6.95
- spin multiplicity = 1
- F_max (hartree/bohr) = 0.0132

=====

DFT (ωB97M-V/def2-TZVPD) results for the molecule C3H3NO3 at a distorted geometry.

```
10
Properties=species:S:1:pos:R:3:forces:R:3
O 0.356543 0.298851 2.831501 -0.13 -0.34 0.20
C 0.574630 0.765232 1.751964 1.10 0.50 0.35
N -0.082504 0.519712 0.606092 -3.34 -3.17 -1.97
O -0.917072 -0.920924 0.361026 1.57 2.63 1.74
C -0.716241 -1.080734 -0.953990 0.60 0.71 -0.72
C -0.020830 -0.115957 -1.543019 -0.36 -0.58 0.44
O 0.379292 0.867914 -0.649657 0.63 0.48 0.15
H 1.283686 1.595795 1.546687 -0.05 -0.11 0.06
H -1.123193 -1.970817 -1.391462 -0.12 -0.15 -0.07
H 0.265690 0.040929 -2.559140 0.10 0.03 -0.19
```
Forces are in eV/Å.

Properties
- highest occupied orbital energy (eV) = -8.6
- total charge = 0
- relative energy (zero: lowest compared OMol25 entry of this formula, charge and spin) (kcal per mole) = 141.36
- frontier orbital gap (eV) = 8.35
- spin multiplicity = 1
- F_max (hartree/bohr) = 0.0974

=====

DFT (ωB97M-V/def2-TZVPD) results for a 6-piece molecular cluster, C54H114N6O6 overall at a distorted geometry.

```
180
Properties=species:S:1:pos:R:3:forces:R:3
C -4.235554 -6.170643 6.750389 -0.33 -0.71 -1.75
C -4.923826 -4.864497 7.161105 -0.19 -0.30 1.25
C -6.441495 -5.064659 7.274931 0.03 -0.29 -0.74
C -4.518915 -4.504700 8.619816 0.15 0.50 0.47
C -3.140954 -3.881068 8.680532 -0.14 -0.20 0.03
C -2.993169 -2.750461 7.667895 1.45 0.23 -0.18
C -3.404849 -3.049532 6.223540 1.39 -1.17 -1.32
C -3.446653 -1.750371 5.418048 -0.57 0.24 0.71
C -2.316836 -3.929730 5.521345 0.88 -0.43 0.98
N -4.672583 -3.755285 6.255897 -1.00 1.38 1.09
O -5.235477 -3.989746 4.986725 0.46 -0.30 -0.31
H -3.179676 -6.307172 6.965852 -0.06 0.19 0.62
H -4.794700 -7.083555 6.974136 0.04 0.19 0.76
H -4.254813 -6.231693 5.653881 -0.02 0.32 -0.04
H -6.898973 -5.476094 6.371270 0.19 -0.17 -0.02
H -6.613525 -5.768938 8.088001 -0.28 0.15 0.05
H -6.925337 -4.102355 7.441561 0.03 -0.02 0.36
H -5.210517 -3.841923 9.152731 -0.33 0.20 -0.70
H -4.567523 -5.405996 9.238102 0.17 -0.22 -0.30
H -2.868512 -3.475837 9.658224 -0.33 -0.12 0.12
H -2.446318 -4.715941 8.536064 0.37 0.42 -0.45
H -1.919889 -2.516453 7.685857 0.05 -0.09 -0.48
H -3.378518 -1.768639 7.955939 -0.81 -0.39 0.39
H -3.653954 -1.916263 4.363607 -0.18 -0.03 0.04
H -2.494212 -1.224637 5.494555 0.13 -0.20 0.02
H -4.185505 -1.093734 5.887474 -0.19 0.07 -0.38
H -1.347269 -3.427374 5.440922 -0.26 0.46 -0.25
H -2.561156 -4.362181 4.552536 -0.41 0.33 -0.05
H -2.040173 -4.769287 6.161446 -0.27 -0.17 0.05
H -6.137834 -3.664326 5.069860 0.07 0.15 -0.04
C 0.578478 8.002566 -2.973203 0.52 -0.24 0.93
C 1.143519 8.868313 -1.830374 0.28 0.80 -0.99
C 2.521034 9.445335 -2.205894 0.90 -0.56 0.33
C 0.244776 10.100063 -1.662926 0.41 0.01 1.25
C -0.947309 9.807967 -0.774735 -0.51 1.00 -0.49
C -0.456211 9.341818 0.575397 -1.18 -0.05 0.70
C 0.317197 8.009104 0.491864 -0.69 0.22 -0.35
C 0.939360 7.737782 1.865436 1.26 1.22 -0.56
C -0.706064 6.904977 0.153202 0.22 -0.30 -0.17
N 1.341398 8.172625 -0.547881 0.52 0.91 0.65
O 2.204114 7.058342 -0.677588 -1.00 -0.07 -0.18
H 0.636607 8.546521 -3.912315 -0.14 -0.03 -0.06
H 1.211860 7.114195 -3.040820 -0.20 -0.10 -0.31
H -0.441820 7.711850 -2.727048 -0.08 -0.04 -0.37
H 2.596755 10.149573 -3.035957 -0.68 0.06 -0.02
H 2.874899 9.928409 -1.293977 0.14 0.18 -0.15
H 3.261755 8.674775 -2.439143 -0.20 -0.18 0.10
H 0.803592 10.846573 -1.084146 0.21 -0.06 -0.09
H 0.058726 10.605617 -2.610034 -0.31 -0.45 -0.19
H -1.501218 10.747052 -0.664962 -0.05 -0.06 0.16
H -1.681498 9.123677 -1.209370 0.23 -0.25 -0.02
H -1.343696 9.217924 1.212182 -0.05 -0.69 -0.18
H -0.022051 10.144884 1.180912 1.04 -0.06 -0.66
H 1.715329 8.504928 1.985850 -0.03 0.03 -0.01
H 1.510949 6.814279 1.926676 -0.58 -0.33 0.15
H 0.246823 7.955962 2.675593 -0.25 -0.67 -0.01
H -0.300450 5.923804 0.410456 -0.20 -0.01 0.29
H -0.956297 6.828023 -0.906342 0.01 0.32 -0.01
H -1.629479 7.120166 0.688576 -0.02 -0.43 0.14
H 1.640881 6.393351 -1.112094 0.40 -0.20 0.10
C 6.143339 -0.831041 1.644857 -0.41 0.24 -0.17
C 6.259891 -2.344882 1.874611 0.14 0.48 -0.06
C 7.358054 -2.816997 0.918951 0.31 -0.25 0.12
C 6.652429 -2.555463 3.325055 0.56 -0.30 0.84
C 6.370317 -3.936963 3.885235 -0.45 0.09 0.23
C 4.879625 -4.287050 3.768290 1.65 -0.02 -0.88
C 4.454503 -4.156063 2.275414 -1.53 -0.66 0.06
C 4.807123 -5.452313 1.493852 1.40 0.74 0.13
C 2.916399 -4.091345 2.335820 -0.26 0.26 -0.48
N 4.949596 -2.944035 1.636780 -0.39 0.90 1.70
O 4.410386 -2.684771 0.356858 1.06 -1.00 0.32
H 5.913545 -0.738266 0.582700 0.21 0.65 0.05
H 5.362093 -0.322254 2.215959 -0.39 -0.59 -0.03
H 7.026104 -0.271463 1.960900 0.41 -0.36 -0.49
H 7.046500 -2.659203 -0.115673 0.12 -0.16 -0.05
H 8.256025 -2.221895 1.094591 -0.05 0.13 -0.12
H 7.672964 -3.850706 1.082247 -0.28 -0.10 -0.11
H 7.730873 -2.453720 3.487405 0.01 0.58 -0.52
H 6.179783 -1.751858 3.895308 -0.16 -0.30 0.30
H 6.993749 -4.668123 3.357424 -0.30 -0.06 -0.33
H 6.743833 -4.044080 4.907608 -0.25 0.33 0.13
H 4.222121 -3.672519 4.378198 0.26 0.21 0.15
H 4.830093 -5.321736 4.110831 -0.69 -0.04 -0.21
H 4.890949 -6.288927 2.185563 -0.51 -0.26 -0.26
H 5.828514 -5.318254 1.115718 0.00 -0.13 -0.11
H 4.176378 -5.624119 0.623522 -0.27 -0.15 0.22
H 2.571643 -5.086581 2.620901 -0.30 0.10 0.01
H 2.475047 -3.789494 1.382444 0.18 -0.47 -0.19
H 2.514665 -3.339188 3.018903 0.39 -0.15 0.34
H 4.944344 -3.305379 -0.170608 -0.61 0.24 -0.71
C 5.751113 -4.072551 -4.340973 0.50 -1.82 1.17
C 4.226868 -4.181862 -4.169068 -0.27 1.46 -2.78
C 3.699342 -2.771914 -3.894099 0.06 1.45 1.40
C 3.702681 -4.612075 -5.575241 -0.21 -1.27 -0.02
C 2.179449 -4.818522 -5.578250 1.56 -0.94 -1.56
C 1.828735 -5.907852 -4.595732 -1.01 0.95 0.75
C 2.380288 -5.617869 -3.185273 -0.82 -1.17 0.00
C 1.556151 -4.575000 -2.458791 0.47 1.21 -0.05
C 2.324853 -6.970047 -2.444257 0.67 0.37 0.45
N 3.813893 -5.277359 -3.300117 0.42 0.08 -0.20
O 4.338146 -5.036862 -1.999148 0.04 0.05 0.35
H 6.293629 -3.742204 -3.451751 -0.33 0.39 0.05
H 6.105336 -5.106871 -4.449323 0.09 0.07 -0.27
H 6.108204 -3.515662 -5.202124 -0.49 0.23 -0.06
H 2.842373 -2.361246 -4.433138 -0.23 -0.77 -0.14
H 3.478890 -2.622993 -2.830356 -0.03 -0.15 -0.03
H 4.448913 -1.995272 -4.076090 0.32 -0.35 -0.16
H 3.994589 -4.076877 -6.481853 0.25 0.93 0.64
H 4.202274 -5.575422 -5.744952 -0.32 -0.20 0.02
H 1.697682 -3.842970 -5.538831 -0.43 -0.23 0.67
H 1.908085 -5.233587 -6.556824 0.02 0.31 -0.12
H 2.110958 -6.926724 -4.863706 0.55 0.28 -0.57
H 0.731586 -5.943282 -4.608827 0.02 -0.12 0.71
H 1.519033 -3.672873 -3.073488 -0.40 -0.08 -0.06
H 2.084216 -4.231438 -1.565172 -0.16 -0.32 0.19
H 0.537944 -4.864171 -2.206328 0.07 -0.30 -0.05
H 3.164672 -7.564543 -2.812178 -0.15 -0.21 -0.02
H 1.397823 -7.521116 -2.589571 -0.11 0.18 -0.10
H 2.475674 -6.821596 -1.371803 -0.10 -0.07 0.01
H 4.746060 -5.880539 -1.771638 0.09 0.11 -0.01
C -6.959866 1.646941 -4.779598 0.89 -0.53 0.17
C -6.008113 2.720258 -5.335251 -1.52 0.76 -0.19
C -5.799822 2.446324 -6.823290 0.85 -0.35 -0.80
C -6.721574 4.083203 -5.225063 -1.47 0.49 -0.68
C -5.890660 5.313020 -5.591286 0.06 -0.41 1.44
C -4.641131 5.342058 -4.709640 -0.19 0.10 0.71
C -3.876741 3.986695 -4.637254 0.59 0.85 -1.00
C -3.016608 3.900972 -5.895983 -0.72 0.46 -1.20
C -2.904862 4.068668 -3.463343 -0.15 -0.96 0.71
N -4.833456 2.874271 -4.492843 -0.01 0.16 1.00
O -4.145225 1.645708 -4.312847 0.20 0.08 -0.30
H -6.467463 0.678074 -4.651903 0.32 0.16 -0.08
H -7.320300 1.911300 -3.784861 -0.39 0.16 -0.19
H -7.721008 1.425990 -5.525374 -0.44 0.43 0.31
H -6.649982 2.202680 -7.466947 -0.63 0.14 0.80
H -5.397207 3.342088 -7.295331 0.42 -0.36 -0.12
H -5.167811 1.564045 -6.969897 0.46 0.37 0.05
H -7.617713 4.119424 -5.862431 0.30 -0.52 -0.47
H -7.253761 4.231723 -4.279312 0.86 -0.14 0.52
H -5.632952 5.351887 -6.648440 0.00 -0.04 -0.03
H -6.496581 6.185948 -5.342916 0.04 0.13 -0.30
H -4.821472 5.604132 -3.659211 -0.91 -0.22 -0.06
H -4.057706 6.228213 -4.984170 0.72 -0.62 -0.43
H -2.497021 2.956092 -6.041328 0.25 0.12 0.24
H -2.394535 4.795069 -5.976070 0.60 -0.38 0.41
H -3.653497 4.054794 -6.773501 -0.01 -0.35 0.05
H -3.382098 3.907513 -2.490814 -0.32 0.36 -0.10
H -2.394882 5.029893 -3.459965 0.03 0.02 -0.05
H -2.167695 3.262431 -3.492515 0.13 0.15 -0.32
H -4.354466 1.420095 -3.400290 0.08 -0.07 -0.03
C -0.686603 -2.138529 1.861901 0.40 0.08 0.87
C 0.056587 -0.918921 1.243492 -0.37 -1.01 1.34
C 1.146140 -0.524149 2.246304 0.55 -0.52 -0.17
C 0.582622 -1.451238 -0.092111 -0.25 1.68 -1.16
C 0.937836 -0.310685 -1.065843 0.03 1.21 0.87
C -0.133799 0.819142 -1.055142 0.34 -0.06 -1.10
C -0.685112 1.355241 0.286278 1.93 -0.51 -0.54
C 0.429847 2.272190 0.884404 -0.51 -0.15 0.92
C -1.990251 2.061216 0.008626 -0.55 0.03 -0.11
N -0.916202 0.145564 1.071278 -1.54 0.14 -1.35
O -1.667918 0.438936 2.229620 0.52 -0.03 0.53
H -0.003973 -2.978424 2.025025 0.19 0.00 -0.68
H -0.966997 -1.957748 2.904104 -0.50 0.41 -0.21
H -1.534136 -2.472741 1.266433 -0.08 0.10 0.01
H 1.465464 -1.426399 2.773259 0.18 0.15 0.03
H 2.023985 -0.117697 1.742465 0.04 0.11 0.14
H 0.766949 0.177635 2.985647 -0.04 0.07 -0.05
H 1.422694 -2.122110 0.074636 -0.10 -0.18 -0.02
H -0.256463 -1.919685 -0.610614 0.06 -0.64 0.32
H 1.874715 0.210317 -0.838943 0.18 -0.40 0.42
H 1.078398 -0.600315 -2.108196 -0.20 -0.46 0.07
H -0.969111 0.543805 -1.704971 -0.11 -0.21 0.17
H 0.380409 1.625972 -1.587785 -0.35 0.31 0.07
H 0.149915 2.599593 1.889958 -0.05 -0.15 0.08
H 0.699930 3.196467 0.370552 -0.36 -0.20 -0.55
H 1.331471 1.674967 0.988872 0.11 0.13 -0.05
H -1.824577 2.977106 -0.560708 0.06 0.02 0.04
H -2.578837 2.291761 0.894702 0.33 0.20 0.19
H -2.629702 1.408229 -0.591812 0.07 -0.02 -0.08
H -2.540729 0.073556 2.049972 0.07 -0.07 -0.01
```
Forces are in eV/Å.

Properties
- highest occupied orbital energy (eV) = -8.0
- total charge = 0
- relative energy (zero: lowest compared OMol25 entry of this formula, charge and spin) (kcal per mole) = 89.08
- frontier orbital gap (eV) = 8.54
- spin multiplicity = 1
- F_max (hartree/bohr) = 0.0613